{
  "formula": "C14H48O17",
  "method": "ωB97M-V with the def2-TZVPD basis set",
  "symbols": ["H", "H", "H", "H", "H", "H", "H", "H", "H", "O", "H", "O", "H", "H", "H", "H", "H", "C", "H", "H", "H", "C", "O", "O", "H", "H", "H", "C", "H", "O", "C", "O", "H", "H", "H", "C", "C", "H", "H", "O", "H", "C", "H", "C", "C", "O", "O", "H", "O", "H", "H", "H", "H", "O", "C", "O", "O", "C", "H", "H", "H", "C", "C", "H", "H", "O", "H", "H", "H", "H", "H", "C", "H", "H", "O", "O", "H", "O", "H"],
  "coordinates": [[2.495, -0.983, -2.752], [3.784, -1.747, -3.604], [-2.417, 0.461, -4.660], [2.415, 2.584, -1.561], [1.563, -0.225, 4.452], [-1.741, 0.848, 5.026], [0.894, 1.879, 0.654], [-2.563, -2.936, 0.717], [-5.476, -1.443, -3.010], [0.252, 0.429, -3.627], [0.309, -0.835, 0.846], [3.543, 1.604, -3.049], [-0.983, 3.980, 0.579], [-3.766, 0.230, -2.684], [5.027, 0.370, -3.813], [-0.860, -1.360, 2.868], [0.856, 1.406, 4.647], [-3.130, -2.793, 1.659], [-4.254, -1.381, 0.887], [-1.450, -0.755, -0.879], [-2.024, -3.946, 2.913], [3.285, -0.797, -3.513], [-1.248, 0.786, 5.869], [-1.345, 1.219, -1.358], [-0.382, 5.563, -1.464], [-0.237, 0.657, -2.782], [0.844, 0.066, -0.625], [0.081, 4.701, -0.967], [0.131, 3.184, -2.566], [-6.024, 0.151, -4.019], [-1.262, 0.193, -0.372], [1.542, 2.787, -1.119], [-6.041, 0.432, -4.941], [-2.600, 3.658, 2.694], [2.324, -2.153, 0.335], [-5.099, -0.881, -3.836], [-3.756, -0.446, -3.540], [2.917, 1.077, 0.731], [-1.510, 2.607, 2.424], [-0.943, 3.869, -0.358], [-3.896, -3.654, 1.648], [0.169, 0.067, 0.221], [4.190, 0.359, 1.200], [-2.091, -2.898, 2.782], [4.219, 0.349, -3.087], [2.611, -0.446, -4.767], [-0.901, -2.260, 2.534], [-2.563, -2.515, 3.734], [-3.320, 0.189, -4.693], [2.940, 1.567, -3.802], [2.007, -4.410, 1.273], [0.128, 0.727, 2.700], [1.523, 4.252, -2.576], [3.410, -3.953, 2.853], [-0.239, -0.154, 5.673], [0.519, 1.136, 1.120], [3.614, -1.559, 1.749], [0.608, 0.354, 4.532], [-3.194, -1.352, -3.338], [1.667, -2.156, 2.004], [1.118, 0.375, -3.181], [2.897, -3.833, 1.517], [0.844, 3.731, -1.896], [3.692, -3.939, 0.810], [1.750, -0.823, -4.944], [-1.669, 3.582, 2.537], [3.684, -4.879, 3.015], [4.562, 0.180, -2.101], [-2.020, 0.254, 0.416], [-0.591, -1.172, 5.505], [0.722, 5.128, -0.226], [2.549, -2.388, 1.353], [-5.160, -1.587, -4.711], [3.824, -1.913, 2.650], [-0.170, 0.103, 3.397], [3.899, 1.105, 0.610], [0.410, -0.149, 6.526], [-3.805, -1.543, 1.729], [-1.087, 2.065, -0.965]],
  "homo_lumo_gap_ev": 10.50,
  "multiplicity": 1,
  "max_force_ev_per_a": 3.036,
  "lumo_energy_ha": 0.01327,
  "total_energy_ev": -50100.7707,
  "smiles": "OCCO.OCCO.OCCO.OCCO.OCCO.OCCO.OCCO.O.O.O",
  "relative_energy_kj_mol": 255.57
}